Record 1
{"formula": "C47H52BaClN7O6SSeSi2", "method": "ωB97M-V with the def2-TZVPD basis set", "elements": ["Ba", "O", "Cl", "O", "O", "O", "C", "Si", "C", "N", "C", "C", "C", "C", "C", "C", "C", "C", "C", "C", "C", "C", "C", "C", "C", "C", "C", "H", "H", "H", "H", "H", "H", "H", "H", "H", "H", "H", "H", "H", "H", "H", "H", "H", "H", "H", "H", "H", "H", "H", "H", "Se", "N", "C", "C", "C", "C", "C", "N", "C", "C", "N", "C", "C", "C", "C", "C", "N", "H", "H", "H", "H", "H", "H", "O", "O", "N", "N", "S", "C", "C", "C", "C", "C", "C", "C", "C", "C", "C", "C", "C", "H", "H", "H", "H", "H", "H", "H", "H", "H", "H", "H", "C", "Si", "C", "C", "C", "H", "H", "H", "H", "H", "H", "H", "H", "H", "H", "H"], "xyz": [[1.95, 1.53, -0.54], [5.68, 0.84, -2.57], [4.33, 1.32, -3.14], [4.64, 2.70, -3.66], [-2.93, -0.50, -2.35], [3.54, 1.59, -1.93], [-2.87, 2.29, -0.96], [-4.18, 2.62, -2.34], [-6.05, 2.19, -2.07], [-6.06, 0.79, -1.73], [-5.88, 0.37, -0.31], [-6.67, -0.91, 0.02], [-6.06, -1.94, -0.90], [-6.24, -1.57, -2.39], [-6.48, -0.15, -2.55], [-3.60, 1.30, -3.66], [-4.27, 1.33, -4.86], [-4.05, 0.45, -5.93], [-3.01, -0.49, -5.88], [-2.42, -0.66, -4.68], [-2.84, -0.07, -3.41], [-3.85, 4.53, -2.69], [-2.92, 5.21, -3.69], [-3.71, 6.30, -4.17], [-4.03, 7.28, -3.15], [-4.23, 6.73, -1.87], [-4.11, 5.36, -1.65], [-3.26, 3.03, -0.29], [-2.25, 1.42, -0.97], [-6.74, 2.36, -2.90], [-6.38, 2.83, -1.20], [-6.14, 1.23, 0.36], [-4.80, 0.17, -0.13], [-7.79, -0.80, -0.08], [-6.50, -1.18, 1.03], [-6.47, -2.92, -0.71], [-4.95, -1.93, -0.78], [-7.19, -2.07, -2.79], [-5.52, -1.91, -3.15], [-7.02, 0.17, -3.46], [1.56, -3.17, -2.09], [-5.11, 2.08, -5.09], [-4.91, 0.46, -6.64], [-2.62, -0.95, -6.82], [-1.55, -1.34, -4.56], [-2.82, 4.63, -4.44], [-2.06, 5.60, -3.12], [-4.01, 6.33, -5.22], [-4.12, 8.38, -3.32], [-4.26, 7.35, -0.96], [-4.22, 4.97, -0.58], [10.34, 2.37, 0.31], [8.87, 3.46, -0.24], [7.81, 2.86, 0.14], [6.49, 3.45, 0.01], [6.29, 4.79, -0.36], [5.01, 5.30, -0.40], [3.94, 4.49, 0.01], [4.09, 3.24, 0.44], [5.33, 2.71, 0.36], [5.56, 1.25, 0.69], [4.38, 0.61, 0.98], [4.49, -0.69, 1.38], [5.65, -1.40, 1.37], [6.86, -0.74, 1.01], [6.79, 0.60, 0.66], [7.98, 1.44, 0.61], [9.17, 1.00, 0.87], [7.12, 5.38, -0.71], [4.92, 6.29, -0.77], [2.90, 4.84, 0.02], [3.50, -1.03, 1.72], [5.67, -2.48, 1.58], [7.82, -1.28, 0.83], [1.04, 3.99, 0.89], [1.46, 3.21, 2.81], [1.10, 4.09, 2.21], [0.86, -0.52, 3.46], [0.53, -1.78, 4.19], [1.98, -2.71, 4.82], [1.65, -4.03, 4.98], [2.33, -4.85, 5.87], [3.48, -4.45, 6.49], [3.94, -3.15, 6.20], [3.20, -2.30, 5.40], [-0.22, -1.14, 5.71], [-1.61, -1.06, 5.88], [-2.13, -0.72, 7.09], [-1.33, -0.35, 8.13], [0.08, -0.22, 8.02], [0.56, -0.75, 6.82], [0.36, 0.28, 3.70], [0.76, -4.42, 4.47], [2.01, -5.88, 6.00], [4.03, -5.13, 7.14], [4.78, -2.68, 6.71], [3.54, -1.27, 5.24], [-2.29, -1.54, 5.15], [-3.23, -0.61, 7.21], [-1.74, -0.14, 9.11], [0.58, 0.38, 8.79], [1.66, -0.80, 6.64], [0.56, -6.75, -0.96], [1.07, -5.64, -2.41], [0.26, -6.06, -4.11], [2.92, -5.50, -2.55], [0.67, -3.86, -1.99], [0.82, -7.81, -1.16], [-0.52, -6.69, -0.92], [0.98, -6.40, -0.03], [0.17, -7.18, -4.18], [0.83, -5.69, -4.97], [-0.77, -5.68, -4.16], [3.38, -6.47, -2.95], [3.35, -5.41, -1.59], [3.34, -4.66, -3.17], [0.17, -3.84, -0.92], [-0.15, -3.45, -2.63]], "max_force_ha_per_bohr": 0.2122, "total_charge": -2, "spin_multiplicity": 1, "gap_ev": [3.73, 2.88], "lumo_ev": [2.7, 2.7], "e_homo_ha": [-0.0384, -0.0075]}

---

Record 2
{"formula": "C33H34ClN5O3V", "method": "ωB97M-V with the def2-TZVPD basis set", "elements": ["V", "C", "N", "C", "C", "C", "C", "C", "C", "C", "C", "H", "H", "H", "H", "H", "H", "H", "H", "H", "H", "H", "H", "N", "C", "C", "N", "C", "C", "N", "H", "H", "H", "H", "H", "C", "C", "O", "C", "C", "C", "C", "C", "C", "H", "H", "H", "H", "H", "H", "H", "H", "O", "C", "O", "C", "C", "C", "C", "C", "C", "H", "H", "H", "H", "H", "Cl", "C", "C", "C", "C", "N", "C", "H", "H", "H", "H"], "xyz": [[-0.12, -0.48, -0.15], [-0.82, 1.08, 2.47], [0.14, 0.07, 1.99], [0.02, -1.13, 2.83], [1.52, 0.61, 2.12], [2.47, -0.18, 1.27], [3.83, -0.19, 1.57], [4.72, -0.84, 0.73], [4.24, -1.50, -0.40], [2.87, -1.50, -0.67], [1.95, -0.84, 0.15], [-0.56, 1.40, 3.48], [-1.82, 0.65, 2.49], [-0.81, 1.94, 1.80], [0.09, -0.86, 3.89], [0.82, -1.83, 2.60], [-0.94, -1.61, 2.65], [1.81, 0.62, 3.18], [1.50, 1.65, 1.79], [4.19, 0.32, 2.45], [5.78, -0.85, 0.95], [4.92, -2.01, -1.06], [2.54, -2.03, -1.56], [1.03, -2.71, -5.13], [0.42, -1.69, -4.46], [0.35, -1.69, -3.05], [-0.21, -0.68, -2.39], [-0.72, 0.33, -3.11], [-0.64, 0.31, -4.49], [-0.08, -0.69, -5.17], [1.20, -3.58, -4.67], [0.91, -2.72, -6.13], [0.75, -2.51, -2.48], [-1.20, 1.13, -2.57], [-1.05, 1.12, -5.07], [-0.30, 3.56, -0.80], [0.81, 2.57, -0.99], [0.67, 1.41, -0.60], [2.07, 2.98, -1.64], [3.12, 2.05, -1.71], [4.32, 2.41, -2.30], [4.47, 3.69, -2.82], [3.44, 4.61, -2.76], [2.24, 4.26, -2.16], [-1.15, 3.06, -0.35], [-0.60, 3.97, -1.77], [0.04, 4.39, -0.18], [2.99, 1.07, -1.28], [5.13, 1.70, -2.34], [5.41, 3.97, -3.28], [3.56, 5.60, -3.17], [1.44, 4.98, -2.11], [-1.92, 0.83, -0.51], [-2.61, -0.02, 0.12], [-2.01, -1.06, 0.55], [-4.05, 0.19, 0.38], [-4.68, 1.33, -0.09], [-6.03, 1.52, 0.15], [-6.75, 0.57, 0.86], [-6.12, -0.57, 1.33], [-4.77, -0.77, 1.09], [-4.11, 2.06, -0.65], [-6.53, 2.41, -0.21], [-7.80, 0.72, 1.05], [-6.68, -1.31, 1.89], [-4.26, -1.66, 1.45], [-2.77, -5.25, -1.77], [-1.41, -4.65, -0.90], [-0.53, -5.51, -0.27], [0.54, -4.95, 0.40], [0.69, -3.57, 0.42], [-0.17, -2.74, -0.17], [-1.22, -3.28, -0.81], [-0.67, -6.58, -0.32], [1.27, -5.57, 0.91], [1.53, -3.11, 0.91], [-1.92, -2.61, -1.28]], "e_above_lowest_kcal_mol": 0.0, "max_force_ha_per_bohr": 0.0021, "total_charge": 1, "spin_multiplicity": 3, "gap_ev": [8.41, 8.31], "lumo_ev": [-2.7, -3.0], "e_homo_ha": [-0.4095, -0.4141]}